## 1
{"formula": "C7H5NO2", "method": "ωB97M-V/def2-TZVPD", "smiles": "O=C=c1cccn/c1=C\\O", "symbols": ["C", "C", "C", "C", "C", "C", "C", "N", "O", "O", "H", "H", "H", "H", "H"], "coordinates": [[0.59608, 1.55302, -0.00380], [1.62342, 0.73317, 0.27618], [-0.60164, 0.96885, -0.52498], [1.55914, -0.72825, 0.04982], [0.10349, -1.24095, -0.10023], [2.85004, -1.01413, -0.15789], [-0.62199, -2.38437, 0.22532], [-0.79367, -0.29327, -0.56510], [4.00413, -1.13455, -0.23235], [-1.92048, -2.48987, -0.05798], [0.65715, 2.61555, 0.15987], [2.56419, 1.13107, 0.62791], [-1.41241, 1.59552, -0.87348], [-0.18334, -3.26338, 0.66996], [-2.16202, -1.65203, -0.50554]]}


## 2
{"formula": "C7H5NO2", "method": "ωB97M-V/def2-TZVPD", "smiles": "C#Cc1cc1=O.CN=C=O", "symbols": ["C", "C", "C", "C", "C", "C", "C", "N", "O", "O", "H", "H", "H", "H", "H"], "coordinates": [[2.85154, 0.32147, 2.92404], [1.99304, 0.60830, 2.10327], [-0.45356, 0.58822, 1.52866], [0.85969, 0.82442, 1.25958], [-0.32459, 1.28099, 0.34388], [0.13176, -1.45731, -1.07390], [-1.62808, -0.37112, -2.32025], [-0.87830, -1.46070, -1.72405], [-0.78250, 1.78316, -0.60523], [1.17710, -1.76627, -0.69703], [3.67303, 0.27268, 3.57181], [-0.98942, -0.17942, 2.16515], [-1.10097, 0.57194, -2.41095], [-1.98982, -0.69993, -3.35269], [-2.53892, -0.31642, -1.71230]]}


Q: What are the energies relative to the best structure? A: 1 0.0000; 2 0.1001, in hartree.


## 1
{"formula": "C5H10N3O2", "method": "ωB97M-V/def2-TZVPD", "smiles": "CN(C)NC(=O)[N+](C)=C=O", "charge": 1, "symbols": ["C", "C", "C", "C", "C", "N", "N", "N", "O", "O", "H", "H", "H", "H", "H", "H", "H", "H", "H", "H"], "coordinates": [[0.43155, -0.10670, 2.33247], [-1.81868, -0.01185, 3.15061], [-1.22318, 1.60828, 1.40640], [1.18354, 0.28406, -1.06890], [-0.10277, -1.72047, -0.67779], [0.85626, -0.57461, 1.15925], [-1.04113, 0.53082, 2.33931], [0.30351, -0.48378, -0.08796], [1.08221, -0.01229, 3.29668], [-2.52593, -0.65779, 3.81454], [-2.20725, 1.71223, 0.95773], [-0.92644, 2.70030, 1.80691], [-0.41895, 1.44233, 0.58380], [2.08341, 0.61093, -0.50554], [1.30922, -0.44870, -1.84276], [0.52321, 1.15899, -1.32098], [0.77276, -2.38715, -1.07029], [-0.64882, -2.42529, 0.02718], [-0.82188, -1.65566, -1.52981], [1.81597, -1.02681, 1.22604]]}


## 2
{"formula": "C5H10N3O2", "method": "ωB97M-V/def2-TZVPD", "charge": 1, "symbols": ["C", "C", "C", "C", "C", "N", "N", "N", "O", "O", "H", "H", "H", "H", "H", "H", "H", "H", "H", "H"], "coordinates": [[1.61192, -0.41752, 1.29847], [-0.55469, -0.47710, -1.57809], [1.58764, 0.75538, -0.42557], [-0.25849, 2.26650, 0.13336], [-1.46145, -1.90176, 0.18292], [2.10579, -0.33561, 0.08515], [0.90670, 0.67701, 1.54607], [0.84853, 1.43683, 0.43082], [-0.81937, -1.51267, -2.37566], [-0.95111, -0.67555, -0.34179], [1.78076, -1.28115, 1.93035], [1.82026, 1.24185, -1.36157], [-0.00090, 2.98731, -0.58355], [-0.98904, 1.54966, -0.20813], [-0.58902, 2.69517, 1.06562], [-1.35626, -1.80463, 1.33426], [-0.92748, -2.67735, -0.10951], [-2.48361, -2.07929, -0.00272], [0.37364, 1.02413, 2.38622], [-0.64381, -1.47123, -3.40665]]}


Q: What are the energies relative to the best structure? A: 1 0.0053; 2 0.0000, in hartree.


## 1
{"formula": "ClH4N2OP", "method": "ωB97M-V/def2-TZVPD", "smiles": "NP(O)NCl", "symbols": ["N", "N", "O", "P", "Cl", "H", "H", "H", "H"], "coordinates": [[1.54155, -0.11273, -0.03369], [-1.03432, -0.74297, -0.05187], [-0.36012, 1.62824, 0.37841], [0.09189, 0.49453, -0.69452], [-2.72001, -0.07090, 0.01727], [1.41990, -0.77042, 0.70013], [2.01331, -0.72317, -0.83394], [-1.08851, -1.50928, -0.66955], [0.13630, 1.80670, 1.18776]]}


## 2
{"formula": "ClH4N2OP", "method": "ωB97M-V/def2-TZVPD", "symbols": ["N", "N", "O", "P", "Cl", "H", "H", "H", "H"], "coordinates": [[1.07386, -0.65791, 0.88324], [-1.32692, 0.42147, 0.41159], [-0.63975, -1.64617, -1.08018], [-0.14054, -0.52288, -0.23981], [1.42413, 1.27631, -1.85942], [1.88644, -0.85340, 0.28240], [1.16714, 0.38408, 1.27757], [-1.27985, 1.42833, 0.37363], [-2.16450, 0.17017, -0.04902]]}


Q: What are the energies relative to the best structure? A: 1 0.0404; 2 0.0000, in hartree.